No. 1
{"formula": "C28H47BN9OV", "method": "ωB97M-V/def2-TZVPD", "e_above_lowest_kj_mol": 0.0, "homo_energy_ev": [-10.013, -11.155], "total_charge": 1, "lumo_ev": [-2.16, -2.19], "gap_ev": [7.85, 8.96], "max_force_ev_per_a": 4.9, "s_squared": 3.760, "multiplicity": 4, "elements": ["V", "C", "C", "C", "C", "N", "N", "B", "N", "N", "C", "C", "C", "C", "C", "C", "C", "C", "N", "N", "C", "C", "C", "C", "C", "C", "C", "C", "C", "C", "C", "C", "H", "H", "H", "H", "H", "H", "H", "H", "H", "H", "H", "H", "H", "H", "H", "H", "H", "H", "H", "H", "H", "H", "H", "H", "H", "H", "H", "H", "H", "H", "H", "H", "H", "H", "H", "H", "H", "H", "H", "H", "C", "N", "C", "C", "O", "N", "C", "N", "H", "H", "H", "H", "H", "H", "H"], "positions_angstrom": [[-13.9224, 12.0366, 3.5950], [-17.5251, 14.7338, 4.2626], [-16.7261, 14.0368, 3.2347], [-17.0996, 13.4765, 2.0450], [-15.9225, 12.8869, 1.3756], [-14.9358, 13.0807, 2.1788], [-15.3221, 13.7490, 3.3143], [-14.2981, 14.7535, 4.1195], [-12.9106, 14.6018, 3.4113], [-12.2661, 13.3212, 3.5943], [-11.1153, 13.3123, 2.8580], [-11.0347, 14.5445, 2.2008], [-12.1728, 15.3245, 2.5816], [-12.5230, 16.7344, 2.1870], [-10.0611, 12.2158, 2.9036], [-10.8762, 10.9361, 2.6230], [-9.5157, 12.2389, 4.3430], [-8.9357, 12.4794, 1.8199], [-14.3611, 14.1572, 5.5694], [-14.0661, 12.8009, 5.5966], [-13.5858, 12.4815, 6.8180], [-13.5720, 13.6397, 7.6041], [-14.0773, 14.7007, 6.8340], [-14.1715, 16.2037, 7.0584], [-13.3847, 10.9864, 7.3063], [-12.5812, 10.8949, 8.6506], [-12.6318, 10.3250, 6.1653], [-14.7671, 10.4926, 7.6399], [-15.8208, 12.3200, 0.0615], [-16.9605, 11.3755, -0.0659], [-14.3811, 11.8181, -0.1815], [-16.1499, 13.5101, -0.9060], [-18.0206, 14.1217, 5.0837], [-16.9007, 15.4840, 4.7908], [-18.3553, 15.1970, 3.7694], [-18.1025, 13.4689, 1.5538], [-14.6398, 15.8953, 4.0959], [-10.3085, 14.7682, 1.4866], [-11.8308, 17.1006, 1.3772], [-13.5799, 16.8778, 1.9780], [-12.4156, 17.4104, 3.1324], [-11.7802, 10.9519, 3.2507], [-11.1360, 10.8807, 1.5640], [-10.3350, 10.0017, 2.9266], [-10.4594, 12.1809, 4.9583], [-8.8007, 11.3838, 4.6420], [-8.9579, 13.0913, 4.4585], [-9.4355, 12.7124, 0.8391], [-8.3071, 13.3392, 2.1528], [-8.2922, 11.5557, 1.6916], [-13.0161, 13.7338, 8.5005], [-15.2338, 16.4858, 7.1161], [-13.6445, 16.6059, 7.9431], [-13.6713, 16.5931, 6.1655], [-11.4823, 11.0423, 8.4874], [-12.9794, 11.6910, 9.3553], [-12.7288, 9.8712, 9.1075], [-11.6897, 10.8691, 5.9880], [-12.4527, 9.2624, 6.4102], [-13.3125, 10.3640, 5.2759], [-14.9581, 10.6638, 8.7469], [-15.6337, 10.7281, 6.9955], [-14.7792, 9.3985, 7.6072], [-16.9188, 10.6351, 0.7544], [-17.9580, 11.7465, -0.0647], [-16.8715, 10.6893, -0.9336], [-13.9373, 10.9639, 0.4557], [-14.3460, 11.5962, -1.2953], [-13.7234, 12.6231, 0.1108], [-17.2470, 13.8300, -0.8641], [-15.5016, 14.3606, -0.7068], [-15.7991, 13.1739, -1.8936], [-15.3601, 6.6664, 2.1656], [-15.6238, 8.0598, 2.5264], [-16.8648, 8.5871, 3.0588], [-16.4424, 9.9544, 3.6877], [-17.1796, 10.8385, 4.0509], [-15.0307, 10.0932, 3.4993], [-14.6250, 8.8887, 2.9830], [-13.3603, 8.7127, 2.5829], [-14.8380, 6.0834, 2.9203], [-14.7753, 6.6423, 1.2026], [-16.2865, 6.2417, 1.7235], [-17.2792, 7.8930, 3.8154], [-17.6506, 8.7459, 2.3197], [-12.6868, 9.3948, 3.0631], [-12.9928, 7.7207, 2.4358]], "atomic_forces_ev_per_a": [[0.3, -1.3, 1.8], [0.1, 0.0, 1.6], [2.0, -2.1, -1.0], [-0.6, -0.4, -2.0], [-2.8, 2.3, 3.3], [1.6, 0.8, -0.1], [-1.5, 1.8, 0.6], [-0.7, -0.6, -0.2], [1.3, -2.6, 0.9], [0.0, 1.1, -0.7], [-1.3, 2.2, 0.2], [-1.7, 0.0, 1.0], [1.0, -0.2, -0.8], [0.9, 1.2, 1.6], [-0.2, -0.2, -0.6], [1.1, -0.9, 0.4], [-1.3, -3.5, 0.1], [-0.7, -0.6, 0.2], [1.2, -0.3, 1.3], [0.1, -0.3, 0.9], [-0.8, 0.0, -0.2], [-0.2, 1.1, -0.9], [0.9, -1.2, -1.0], [0.1, -0.8, -0.3], [0.6, 2.6, -0.1], [0.1, 0.4, -0.1], [-0.6, -0.7, -0.2], [-1.2, -1.7, 1.1], [-0.2, 0.9, -0.8], [0.5, -3.9, -0.3], [-0.1, -1.1, -0.8], [0.2, -0.2, -0.4], [1.0, 0.1, -1.1], [-0.5, -0.3, -0.4], [-0.4, 0.6, -0.3], [0.9, 0.2, 0.9], [-0.1, 0.1, -0.1], [1.0, 0.8, -0.8], [-1.0, -0.3, 0.9], [0.0, -0.3, -0.6], [0.3, -1.0, -1.6], [0.1, 0.1, -0.1], [-0.2, -0.1, 0.1], [-0.2, 0.7, -0.4], [1.4, 0.4, 0.0], [-1.3, 1.0, -0.8], [1.0, 2.4, 0.7], [0.7, -0.2, 0.8], [-0.4, -0.7, -0.4], [-0.7, 1.1, 0.2], [-0.2, 0.2, 1.0], [0.4, 0.2, -0.2], [-0.3, -0.7, -0.4], [-0.4, 0.6, 0.2], [-0.9, 0.0, 0.2], [0.6, -1.1, -0.7], [0.1, 1.1, -0.5], [-0.4, -0.4, 0.0], [0.1, 0.4, -0.3], [0.7, -0.2, 0.4], [-0.2, 0.3, -1.5], [0.6, 0.7, 0.3], [0.3, -0.3, 0.0], [-0.1, 0.3, 0.0], [-0.5, 0.8, 0.0], [0.0, 0.7, 0.0], [-1.4, 0.8, -1.0], [0.6, 0.0, 1.4], [0.3, 0.5, -0.5], [1.7, -0.6, -0.2], [-0.1, 0.2, 0.3], [-0.8, 0.2, -0.1], [-0.3, 0.4, -2.5], [1.3, 0.7, 1.3], [-0.5, -0.3, 1.2], [0.3, 0.6, -1.3], [0.5, -0.9, 0.1], [-0.7, -2.1, 0.1], [-1.6, 1.6, -1.8], [2.4, -0.8, 1.4], [-0.4, -0.2, 0.2], [0.1, 0.3, 1.1], [0.3, -0.1, 1.2], [0.1, 0.4, -0.1], [0.2, 0.1, -0.2], [-1.2, -1.8, -1.1], [-0.8, 2.1, 0.3]], "mulliken_charge": [0.285, -1.624, -0.194, -0.522, -0.590, -0.177, 1.029, -0.181, 0.475, 0.529, -0.431, -1.040, 0.429, -1.448, 1.869, -0.453, -1.216, -1.801, 0.412, 0.801, -0.286, -1.160, 0.179, -1.194, 2.081, -1.746, -1.106, -1.635, 2.555, -1.622, -1.365, -1.629, 0.207, 0.226, 0.493, 0.333, -0.093, 0.657, 0.356, 0.290, 0.251, -0.888, 0.405, 0.469, -0.047, 0.313, 0.515, 0.404, 0.365, 0.346, 0.444, 0.268, 0.368, 0.198, 0.330, 0.405, 0.391, 0.010, 0.571, 0.209, 0.408, 0.200, 0.465, 0.140, 0.406, 0.408, 0.001, 0.447, 0.344, 0.278, 0.363, 0.473, -1.190, 0.166, -0.599, -0.129, -0.579, 0.774, -0.465, -0.166, 0.377, 0.386, 0.386, 0.397, 0.357, -0.012, 0.339]}



No. 2
{"formula": "C28H47Br2F2IN2O4PS3Si", "method": "ωB97M-V/def2-TZVPD", "homo_energy_ev": -9.403, "total_charge": 1, "lumo_ev": -5.11, "gap_ev": 4.29, "max_force_ev_per_a": 6.1, "multiplicity": 1, "elements": ["C", "C", "S", "C", "C", "C", "N", "C", "C", "I", "C", "C", "C", "C", "Br", "C", "C", "Br", "C", "F", "F", "C", "C", "Si", "C", "C", "C", "C", "C", "C", "C", "C", "O", "S", "O", "O", "C", "N", "C", "C", "C", "P", "S", "H", "H", "H", "H", "H", "H", "H", "H", "H", "H", "H", "H", "H", "H", "H", "H", "H", "H", "H", "H", "H", "H", "H", "H", "H", "H", "H", "H", "H", "H", "H", "H", "H", "H", "H", "H", "H", "H", "H", "H", "H", "H", "H", "H", "O", "H", "H", "H"], "positions_angstrom": [[-3.8125, 5.8439, -2.3648], [-3.1982, 4.4371, -2.7018], [-3.1092, 3.3840, -1.1853], [-2.7466, 1.7057, -1.8005], [-2.3676, 0.5150, -0.8375], [-2.2414, -0.6419, -1.9804], [-1.9610, -1.9908, -1.4606], [-0.8912, 0.5967, -0.1455], [0.0281, 1.7623, -0.7689], [1.8233, 2.3823, 0.2780], [0.6402, 1.3339, -2.1987], [1.6449, 2.4344, -2.7911], [-0.7330, 0.1635, 1.3671], [-1.1051, 0.9691, 2.6438], [-1.3657, -0.0905, 4.3375], [-1.2618, 2.2808, 2.9541], [-1.5976, 2.8595, 4.3820], [-1.1454, 3.6306, 1.6032], [0.7166, -0.5089, 1.7596], [1.3486, 0.3299, 2.6960], [0.5308, -1.6883, 2.5370], [1.6413, -1.0554, 0.6526], [3.1412, -1.2117, 1.1536], [3.9864, -2.8674, 0.7673], [4.3867, -3.7098, 2.4536], [3.1192, -3.9959, -0.4751], [5.7048, -2.4325, 0.0132], [6.7658, -1.8032, 0.8340], [8.0599, -1.4188, 0.2851], [8.3646, -1.6833, -1.1342], [7.3196, -2.3317, -1.9405], [6.0124, -2.7079, -1.3925], [-1.5161, -1.1026, 1.4777], [-3.1073, -1.0490, 1.4256], [-3.5196, -2.4394, 1.1857], [-3.9107, -0.6327, 2.5737], [-3.6421, 0.0820, -0.0044], [-4.4887, -0.8842, -0.7629], [-5.6906, -0.6498, -1.1415], [-6.8570, -1.4718, -0.4326], [-6.2375, 0.1928, -2.3614], [-4.9050, 1.2708, 0.6892], [-4.4081, 2.5904, 2.0169], [-3.5559, 6.2285, -1.3469], [-3.5282, 6.5472, -3.1926], [-4.9296, 5.7405, -2.3947], [-3.8765, 3.9062, -3.4300], [-2.1677, 4.4691, -3.1419], [-3.7038, 1.3709, -2.3097], [-2.0442, 1.8319, -2.6777], [-3.0313, -0.5664, -2.7622], [-1.2992, -0.3872, -2.5615], [-2.6143, -2.6336, -1.9179], [-1.0022, -2.2856, -1.6498], [-0.3661, -0.2639, -0.6783], [-0.4911, 2.7244, -0.9654], [-0.1310, 1.2217, -2.9956], [1.2199, 0.3769, -2.1472], [1.3633, 3.4777, -2.5100], [2.7176, 2.1803, -2.6071], [1.5287, 2.3870, -3.9175], [-2.6231, 2.4847, 4.6313], [-1.6236, 3.9744, 4.3638], [-0.8397, 2.5460, 5.1417], [1.6849, -0.5101, -0.3178], [1.2918, -2.0958, 0.3812], [3.7306, -0.4076, 0.6176], [3.2877, -1.0104, 2.2456], [3.7177, -4.5715, 2.6960], [5.4745, -4.0184, 2.4675], [4.3141, -2.8852, 3.2224], [3.8530, -4.7871, -0.8039], [2.7399, -3.5000, -1.4020], [2.2962, -4.5618, 0.0523], [6.5533, -1.6177, 1.9224], [8.8639, -0.9183, 0.8787], [9.3397, -1.4024, -1.5937], [7.5608, -2.5057, -3.0210], [5.2339, -3.2051, -2.0139], [-7.4622, -0.7024, 0.1331], [-6.4626, -2.2863, 0.2176], [-7.5643, -1.8575, -1.2252], [-5.9092, -0.2656, -3.3320], [-5.9290, 1.2679, -2.3510], [-7.3652, 0.1993, -2.3959], [-5.9127, 0.5071, 1.3676], [-5.6169, 2.0226, -0.3070], [5.8855, -1.7267, 4.6649], [6.7761, -1.3507, 4.4843], [5.2655, -1.0407, 5.0017], [5.9355, -2.4978, 5.2733]], "atomic_forces_ev_per_a": [[-0.4, -0.6, -0.4], [-0.1, -0.7, -0.5], [0.0, 0.6, 0.5], [-0.9, 0.1, -1.6], [0.1, 0.1, -1.6], [2.7, 0.4, -0.5], [-0.9, 0.2, -0.7], [1.2, -0.3, -1.1], [0.1, -0.2, -1.7], [-0.2, -0.1, 0.5], [0.7, 1.0, -0.1], [-0.6, -0.7, -1.3], [0.0, -1.3, 1.9], [-0.6, 1.4, 1.2], [0.4, 0.2, -1.4], [0.1, -0.3, 0.3], [0.0, 0.0, -1.0], [-0.1, -0.3, 0.7], [0.5, -0.8, 1.0], [-0.4, -0.8, -1.6], [-0.1, 1.4, -0.7], [1.0, -0.7, -0.4], [0.0, 1.0, -0.5], [1.0, 0.1, -0.2], [0.6, 0.3, 0.2], [-0.1, -0.9, 0.2], [2.2, 0.5, -0.7], [0.3, -0.3, -1.8], [-0.9, -0.8, -1.6], [-2.9, -0.8, 1.1], [0.2, 0.5, 1.2], [1.6, 1.1, 1.5], [-0.6, 1.3, -0.5], [-4.2, -4.2, 1.3], [1.9, 1.8, -0.8], [2.0, 1.5, -0.7], [0.6, -1.9, -2.0], [-0.8, 2.9, 1.8], [-2.0, -1.7, -0.6], [0.1, 0.4, -1.5], [-0.3, 0.4, 0.3], [-0.7, 1.6, 2.3], [0.3, 0.2, 0.0], [0.1, -0.3, -1.0], [-0.2, -0.5, 1.0], [1.0, 0.1, 0.1], [0.7, 0.6, 0.6], [-0.9, 0.2, 0.3], [1.0, 0.2, 0.6], [-0.4, -0.4, 1.2], [0.2, -0.3, 1.1], [-1.1, 0.3, 0.6], [0.5, 0.0, 0.7], [-0.6, 0.1, -0.1], [-0.9, 0.7, 1.2], [0.1, -0.8, 0.6], [0.3, -0.1, 0.9], [-0.6, 0.6, 0.1], [0.4, -0.9, 0.0], [-1.0, 0.5, 0.2], [0.1, 0.1, 1.1], [0.9, 0.3, 0.0], [0.0, -0.9, -0.2], [-0.7, 0.1, -0.7], [-0.3, -0.1, 1.1], [-0.2, 1.2, 0.5], [-0.5, -0.8, 0.7], [-0.5, -0.1, -0.8], [0.6, 0.8, 0.0], [-1.2, 0.0, -0.1], [-0.4, -1.0, -0.6], [-0.6, 0.8, 0.3], [0.2, -0.3, 0.9], [0.6, 0.7, -0.7], [0.2, -0.1, -1.1], [-1.0, -0.5, -0.3], [-1.0, -0.3, 0.5], [-0.4, 0.0, 1.2], [0.9, 0.5, 0.4], [0.7, -0.8, -0.4], [-0.3, 0.8, -0.5], [0.7, 0.2, 0.9], [0.0, 0.3, 1.0], [0.0, -0.9, 0.0], [1.2, -0.1, 0.3], [0.7, -0.3, -1.1], [0.6, -1.1, -0.2], [0.2, 0.2, 0.3], [-0.1, -0.1, 0.0], [0.0, -0.1, -0.1], [-0.1, 0.0, -0.2]], "mulliken_charge": [-0.991, -0.417, 0.110, -1.915, 0.550, -1.850, -0.255, 1.784, -1.483, 0.133, 0.238, -1.481, 0.935, -0.523, -0.068, -0.056, -1.455, 0.026, 0.552, -0.381, -0.329, 0.308, -0.612, 0.448, -0.864, -1.259, 0.439, 0.198, -0.468, -0.486, -0.492, -0.318, -0.542, 1.885, -0.769, -0.760, 0.631, -0.229, 0.168, -1.256, -0.991, -0.049, -0.354, 0.292, 0.340, 0.264, 0.303, 0.278, 0.392, 0.428, 0.541, 0.588, 0.284, 0.190, -0.240, 0.728, 0.109, 0.156, 0.315, 0.370, 0.438, 0.380, 0.379, 0.369, -0.634, 0.237, 0.445, 0.172, 0.391, 0.362, -0.006, 0.400, 0.336, 0.368, -0.202, 0.294, 0.361, 0.315, 0.264, 0.332, 0.258, 0.472, 0.306, 0.212, 0.400, 0.112, 0.189, -0.426, 0.459, 0.457, 0.472]}